No. 1
Molecular formula: C5H11NO
Method: DFT, wB97M-V/def2-TZVPD

The geometry in XYZ format:
```
18
Properties=species:S:1:pos:R:3:forces:R:3
C 1.184482 -0.714046 -0.178701 -0.3 0.4 0.1
N -0.000289 -0.028291 -0.022290 1.2 -0.5 0.0
C -0.115174 0.971622 1.047237 0.1 0.2 -0.7
C 0.928650 0.904660 2.132272 0.1 -0.6 0.8
C -1.178474 -0.426208 -0.807268 0.8 -0.2 0.5
C -0.829849 -0.706894 -2.257234 0.1 0.0 0.2
O 2.286749 -0.258111 0.038279 0.0 -0.1 0.1
H 1.069043 -1.767315 -0.469975 -0.2 0.0 -0.4
H -1.055646 0.744706 1.527211 -0.5 0.2 0.1
H -0.146209 1.982557 0.638178 -0.2 0.1 -0.1
H 1.951731 1.171848 1.900596 -0.1 0.4 -0.4
H 1.008913 -0.121539 2.473822 -0.1 -0.3 0.2
H 0.570067 1.466696 2.996472 0.1 0.2 -0.1
H -1.632358 -1.309809 -0.366125 -0.4 -0.1 0.2
H -1.849604 0.412896 -0.728688 -0.5 0.2 -0.1
H -0.179332 -1.560516 -2.382568 0.1 -0.3 0.1
H -1.701200 -0.887409 -2.856479 -0.6 -0.1 -0.2
H -0.311495 0.125147 -2.684737 0.3 0.7 -0.3
```
Forces are in eV/Å.

Summary:
- LUMO level: 0.9 eV
- Energy: -8900.62956 eV
- Highest occupied orbital energy: -9.078 eV
- Multiplicity: 1
- Frontier orbital gap: 10.0 eV
- SMILES: CCN(C=O)CC
- ΔE to the lowest compared entry with this formula, charge and spin: 103.0 kJ/mol

Here are the natural (NBO) charges for atoms 1 to 2, given in e: 0.531 -0.463

---

No. 2
Molecular formula: C5H11NO
Method: DFT, wB97M-V/def2-TZVPD

The geometry in XYZ format:
```
18
Properties=species:S:1:pos:R:3:forces:R:3
C 2.427407 -0.353653 -0.305751 0.2 -0.3 0.3
N 1.285367 0.018236 -1.126973 0.0 0.0 -0.2
C 0.275888 0.830814 -0.510397 -0.3 0.0 -0.1
O 0.304177 0.813615 0.898351 0.2 0.0 0.1
C -0.835247 0.213289 0.252904 -0.3 -0.2 0.2
C -0.922832 -1.293330 0.290689 0.1 -0.2 0.1
C -2.114998 0.928583 0.623430 -0.1 0.1 0.0
H 3.023842 0.471970 0.121457 -0.2 0.0 -0.4
H 3.086390 -1.019921 -0.874873 -0.1 0.3 0.0
H 2.082427 -0.927958 0.556980 0.0 0.0 -0.1
H 1.508824 0.246175 -2.090608 -0.1 0.2 0.5
H 0.077920 1.813578 -0.956457 0.2 -0.2 0.0
H -1.488844 -1.655635 1.156522 0.0 0.2 -0.1
H 0.068246 -1.740925 0.333660 0.0 0.0 -0.1
H -1.424029 -1.666100 -0.610427 0.1 0.1 0.1
H -2.994394 0.479436 0.155578 0.1 0.0 -0.1
H -2.261958 0.849826 1.709914 0.1 0.0 -0.2
H -2.098194 1.992002 0.376006 0.1 -0.1 0.0
```
Forces are in eV/Å.

Summary:
- LUMO level: 1.0 eV
- Energy: -8899.73526 eV
- Highest occupied orbital energy: -8.475 eV
- Multiplicity: 1
- Frontier orbital gap: 9.5 eV
- SMILES: CN[C@@H]1OC1(C)C
- ΔE to the lowest compared entry with this formula, charge and spin: 189.3 kJ/mol

Here are the natural (NBO) charges for atoms 1 to 2, given in e: -0.408 -0.666

---

No. 3
Molecular formula: C5H11NO
Method: DFT, wB97M-V/def2-TZVPD

The geometry in XYZ format:
```
18
Properties=species:S:1:pos:R:3:forces:R:3
C -2.093807 0.648640 -1.747628 -0.1 0.0 -0.1
N -1.294401 0.421679 -0.557808 0.2 0.0 0.2
C 0.007570 0.142663 -0.583473 -0.1 -0.1 0.1
O 0.677537 0.215119 -1.700403 0.1 -0.1 0.1
C 0.847775 -0.413462 0.442564 -0.2 0.1 0.2
C 1.921306 0.528805 0.984353 0.1 0.1 0.0
C 0.186684 -1.236977 1.525062 -0.1 -0.1 0.1
H -2.248989 1.715983 -1.936158 0.0 -0.2 0.0
H -3.066173 0.157277 -1.645587 0.2 0.1 0.0
H -1.555323 0.222242 -2.595618 -0.1 0.1 0.1
H -1.740606 0.448984 0.346786 0.1 0.0 -0.1
H 1.377901 -0.488640 -1.029310 0.0 0.1 -0.4
H 1.544083 1.173825 1.797063 0.0 -0.1 -0.1
H 2.335403 1.181486 0.207575 -0.1 -0.1 0.1
H 2.753457 -0.050925 1.401537 -0.1 0.1 -0.1
H 0.932940 -1.859100 2.032259 -0.1 0.1 -0.1
H -0.284621 -0.621240 2.312534 0.0 0.0 -0.1
H -0.577015 -1.913871 1.123368 0.1 0.1 0.1
```
Forces are in eV/Å.

Summary:
- LUMO level: 0.8 eV
- Energy: -8898.65847 eV
- Highest occupied orbital energy: -7.396 eV
- Multiplicity: 1
- Frontier orbital gap: 8.2 eV
- SMILES: CNC(O)=C(C)C
- ΔE to the lowest compared entry with this formula, charge and spin: 293.2 kJ/mol

Here are the natural (NBO) charges for atoms 1 to 2, given in e: -0.416 -0.568

---

No. 4
Molecular formula: C5H11NO
Method: DFT, wB97M-V/def2-TZVPD

The geometry in XYZ format:
```
18
Properties=species:S:1:pos:R:3:forces:R:3
C 1.645001 -1.646953 -0.698729 0.0 0.0 -0.1
C 1.260543 -0.905194 0.578239 -0.1 0.1 0.0
C 1.210963 0.621638 0.418465 0.0 0.1 0.0
N 0.127695 1.091554 -0.488483 -0.8 0.0 0.0
C -1.119725 1.316001 0.148899 -1.0 -1.8 2.2
O -1.093709 1.251935 1.365674 1.8 0.7 1.5
C -2.714943 1.156596 -0.001122 0.3 0.2 -1.5
H 1.689010 -2.729702 -0.537056 0.0 0.2 0.0
H 0.916479 -1.455947 -1.493872 0.1 0.0 0.1
H 2.631195 -1.326429 -1.058506 -0.1 0.0 0.1
H 0.284633 -1.247270 0.942899 0.1 0.0 -0.1
H 1.985848 -1.143733 1.370916 -0.2 0.1 -0.1
H 1.038711 1.069390 1.398110 0.1 0.0 -0.2
H 2.183865 0.978482 0.054915 -0.3 0.0 -0.2
H 0.436789 1.425161 -1.393825 -0.8 -0.1 0.2
H -3.081203 0.399687 0.737850 0.9 0.5 -0.8
H -3.046357 0.856285 -0.975783 -0.4 0.1 -0.7
H -3.179058 2.097812 0.327024 0.3 -0.2 -0.5
```
Forces are in eV/Å.

Summary:
- LUMO level: 0.9 eV
- Energy: -8899.73535 eV
- Highest occupied orbital energy: -9.095 eV
- Multiplicity: 1
- Frontier orbital gap: 10.0 eV
- SMILES: CCCNC(C)=O
- ΔE to the lowest compared entry with this formula, charge and spin: 189.3 kJ/mol

Here are the natural (NBO) charges for atoms 1 to 2, given in e: -0.612 -0.405

---

No. 5
Molecular formula: C5H11NO
Method: DFT, wB97M-V/def2-TZVPD

The geometry in XYZ format:
```
18
Properties=species:S:1:pos:R:3:forces:R:3
C 0.988928 1.788674 0.833983 0.0 0.0 0.0
C 1.521752 0.426574 0.411096 0.1 0.0 0.0
N 0.473057 -0.528580 0.072008 -0.1 -0.1 -0.2
C 0.405148 -1.872475 0.308513 0.1 -0.2 0.2
C -0.346019 -0.472327 -1.000264 0.0 0.2 -0.1
C -1.843759 -0.600918 -0.903349 0.1 -0.4 -0.1
O -2.456000 0.617467 -0.489466 0.0 0.1 0.2
H 1.814879 2.502420 0.925521 -0.1 -0.1 0.0
H 0.478212 1.733075 1.801169 0.0 0.0 -0.1
H 0.283156 2.178452 0.092405 0.1 -0.1 0.1
H 2.165725 0.537887 -0.474727 -0.1 0.0 0.1
H 2.126641 -0.035196 1.197742 -0.1 0.1 -0.1
H 0.701811 -2.573043 -0.460626 0.0 0.1 0.0
H 0.212936 -2.242621 1.317670 0.0 0.0 -0.2
H 0.038574 0.021257 -1.903473 -0.1 0.0 0.1
H -2.244207 -0.801561 -1.902228 0.1 0.0 0.2
H -2.140959 -1.430907 -0.252841 0.1 0.2 0.0
H -2.179874 0.751822 0.426864 -0.1 0.1 -0.2
```
Forces are in eV/Å.

Summary:
- LUMO level (alpha / beta): 0.6 / 0.6 eV
- Energy: -8897.38255 eV
- Highest occupied orbital energy (alpha / beta): -7.744 / -7.745 eV
- Multiplicity: 1
- Frontier orbital gap (alpha / beta): 8.3 / 8.3 eV
- ΔE to the lowest compared entry with this formula, charge and spin: 416.3 kJ/mol

Here are the natural (NBO) charges for atoms 1 to 2, given in e: -0.622 -0.214

---

No. 6
Molecular formula: C5H11NO
Method: DFT, wB97M-V/def2-TZVPD

The geometry in XYZ format:
```
18
Properties=species:S:1:pos:R:3:forces:R:3
C 0.750671 -0.458804 -2.260109 0.2 0.1 0.4
C -0.302335 0.242956 -1.463087 -1.7 0.6 1.0
C -1.193543 -0.614935 -0.324706 -1.7 1.9 -3.8
N -0.688051 1.433305 -1.699450 0.1 -1.1 0.1
O -2.219202 -0.068822 0.059321 1.7 -1.0 0.4
H -1.520016 1.636935 -1.118906 0.5 0.0 0.1
H -1.074644 -1.688266 -0.522114 0.0 -0.3 1.0
H 1.616257 -0.660588 -1.622605 0.0 -0.2 -0.1
H 1.086038 0.169152 -3.088334 -0.2 -0.1 0.1
H 0.370209 -1.411406 -2.637304 0.1 0.0 0.0
C 0.358436 0.878728 2.110272 0.0 0.2 -0.1
C 0.386287 -0.555015 1.628394 1.1 0.5 -2.2
H 0.761780 0.965754 3.122394 -0.2 0.0 0.0
H -0.668009 1.254497 2.077710 0.1 0.0 0.1
H 0.959972 1.515419 1.455038 0.0 0.0 0.1
H 1.379198 -1.007743 1.697736 0.0 0.1 0.2
H -0.304339 -1.180275 2.195550 -0.3 -0.1 -0.8
H 0.301292 -0.450891 0.390199 0.0 -0.8 3.5
```
Forces are in eV/Å.

Summary:
- LUMO level: 0.4 eV
- Energy: -8898.56921 eV
- Highest occupied orbital energy: -9.421 eV
- Multiplicity: 1
- Frontier orbital gap: 9.8 eV
- SMILES: [H]/N=C(/C)C=O.CC
- ΔE to the lowest compared entry with this formula, charge and spin: 301.8 kJ/mol

Here are the natural (NBO) charges for atoms 1 to 2, given in e: -0.688 0.199